Computed, not measured: C29H26Cl2N8O5SYb as an isolated structure in a non-equilibrium geometry, with the ωB97M-V functional and the def2-TZVPD basis.

Summary:
**E_LUMO (spin up / spin down)**: -2.57 / -2.57 eV
**Frontier orbital gap (spin up / spin down)**: 7.7687 / 7.7740 eV
**2S+1**: 2
**Highest occupied orbital energy (spin up / spin down)**: -10.34 / -10.35 eV
**Net charge**: +1

```
72
Properties=species:S:1:pos:R:3:forces:R:3
Yb -0.34293 0.47412 0.14349 0.2 -1.1 0.2
N -5.71721 3.78544 2.19467 0.1 -0.1 0.1
C -4.45645 3.28144 2.28380 0.0 0.0 0.1
C -3.74301 2.94079 1.12178 -0.2 -0.1 0.0
C -2.47121 2.43492 1.21396 0.3 0.1 0.4
C -1.87230 2.26840 2.47248 0.2 0.1 0.0
C -2.57614 2.58078 3.63343 0.1 -0.1 0.0
C -3.85589 3.07173 3.53890 -0.1 0.1 0.0
S -0.19443 1.79682 2.58998 0.4 -0.3 0.6
O 0.43338 2.26770 3.78500 -0.1 0.1 0.1
O 0.44030 2.23828 1.31958 -0.1 0.3 0.2
N -0.03874 0.19015 2.37043 -0.5 0.5 0.6
C -0.99412 -0.69677 2.88131 -0.1 -0.2 0.4
N -1.60404 -0.43830 4.03481 0.1 0.0 0.1
C -2.44661 -1.37188 4.47814 0.1 0.2 0.0
C -2.68440 -2.54735 3.78964 0.0 0.0 0.0
C -2.04318 -2.68001 2.57086 0.0 0.1 -0.1
N -1.20469 -1.75927 2.10098 0.0 0.0 0.2
H -6.08389 4.06953 1.30562 0.0 0.0 0.0
H -6.16413 4.15720 3.01297 0.0 0.0 0.0
H -4.19798 3.08430 0.14909 0.0 0.0 0.0
H -1.94048 2.25455 0.28482 -0.1 0.3 -0.1
H -2.09790 2.44050 4.59475 0.0 0.0 0.0
H -4.40633 3.31832 4.44036 0.0 0.0 -0.1
H -2.94348 -1.15531 5.41844 0.0 0.0 0.0
H -3.34798 -3.31082 4.16919 0.0 0.1 0.0
H -2.22012 -3.53823 1.92967 0.0 0.0 0.1
Cl -1.05215 3.13710 -3.90855 0.0 0.0 0.0
C 0.44991 2.35949 -3.58023 -0.1 -0.1 0.0
C 1.49082 2.45706 -4.46988 0.0 0.0 -0.1
C 2.69220 1.81269 -4.21614 0.0 0.0 0.1
Cl 3.91584 2.00606 -5.43695 0.0 0.0 0.0
C 2.90118 1.06331 -3.04754 0.0 -0.1 0.0
C 4.20331 0.36799 -2.89730 -0.1 0.1 0.0
C 4.83006 -0.40681 -2.00272 0.1 -0.1 0.1
C 4.48692 -0.97306 -0.64494 0.1 0.0 0.0
N 1.96740 0.39028 -0.83278 0.2 0.4 -0.2
C 1.82249 1.02594 -2.14229 0.1 0.0 0.1
C 0.58210 1.62854 -2.39271 0.1 0.2 0.0
O -0.42028 1.52509 -1.53916 0.3 1.0 -1.5
H 1.37045 3.03035 -5.37894 0.0 0.0 0.0
H 4.80708 0.52636 -3.77811 0.0 0.0 0.0
H 5.80879 -0.73203 -2.34054 0.0 0.0 0.0
H 3.74024 -1.76500 -0.73188 -0.1 0.0 0.0
O -2.23039 -0.66420 -0.58273 -0.1 -0.1 -0.1
C -1.46695 -1.53106 -1.05120 -0.1 -0.3 -0.1
N -0.15157 -1.52210 -0.71591 0.2 -0.8 -0.8
C 0.51054 -2.48740 -1.45506 0.1 -0.1 0.1
O 1.71425 -2.65940 -1.43877 -0.1 0.1 0.0
C -0.51158 -3.22985 -2.26228 0.0 0.1 0.0
C -0.37776 -4.27317 -3.14694 0.0 -0.1 0.0
C -1.53203 -4.71222 -3.79927 0.1 0.0 0.0
C -2.76003 -4.10724 -3.56124 0.0 0.0 0.0
C -2.88213 -3.04552 -2.66536 -0.2 0.0 0.1
C -1.74010 -2.62651 -2.02128 0.0 0.0 0.0
H 0.58828 -4.73098 -3.32454 -0.1 0.0 0.0
H -1.46724 -5.52928 -4.50676 0.0 0.0 0.0
H -3.63911 -4.46023 -4.08568 0.0 0.0 0.0
H -3.84225 -2.57849 -2.48339 0.1 0.0 0.0
N 3.07305 1.03757 -0.10993 -0.2 -0.1 0.2
C 4.06018 0.07629 0.37619 -0.2 0.1 -0.1
C 3.48852 -0.55925 1.64644 0.2 0.0 -0.1
N 2.96086 0.54641 2.50457 -0.2 0.0 -0.2
H 3.51712 1.67164 -0.76002 0.1 0.1 -0.1
H 2.75194 1.31964 1.83556 0.0 0.1 0.0
H 2.22587 -0.58087 -1.01151 0.0 -0.2 0.1
H 4.93248 0.67228 0.65735 0.0 0.1 -0.1
H 5.38559 -1.45740 -0.25995 0.0 -0.1 0.0
H 4.24113 -1.12078 2.19204 0.0 0.0 0.0
H 2.66472 -1.22610 1.39581 -0.1 0.0 0.1
H 3.60531 0.86429 3.22007 0.1 0.0 0.1
H 2.05887 0.30354 2.92630 -0.2 -0.1 0.1
```
Forces are in eV/Å.

Computed, not measured: C29H26ClN7OS3Ti as an isolated structure, with the ωB97M-V functional and the def2-TZVPD basis.

Summary:
**E_LUMO (spin up / spin down)**: -0.40 / -0.35 eV
**Frontier orbital gap (spin up / spin down)**: 5.6494 / 6.4037 eV
**2S+1**: 3
**Highest occupied orbital energy (spin up / spin down)**: -6.05 / -6.75 eV

```
68
Properties=species:S:1:pos:R:3:forces:R:3
Ti -0.03121 0.44780 0.69678 -0.1 0.0 0.0
N -3.53921 2.88997 1.99381 0.0 0.0 0.0
C -2.63658 1.93780 1.63729 0.0 0.1 0.0
S -1.01253 2.14768 2.23727 0.0 0.0 0.0
N -3.08118 0.97513 0.87996 0.0 0.0 0.0
N -2.10094 0.09798 0.48154 0.0 0.0 0.1
C -2.51712 -0.97686 -0.13617 0.0 -0.1 0.0
C -3.94701 -1.27805 -0.39541 0.0 0.0 0.0
C -4.59762 -2.27291 0.32471 0.0 0.0 0.0
C -5.93017 -2.56653 0.06838 0.0 0.0 0.0
C -6.61693 -1.86987 -0.91361 0.0 0.0 0.0
C -5.97008 -0.87706 -1.63859 0.0 0.0 0.0
C -4.64208 -0.58142 -1.38002 0.0 0.0 0.0
C -1.46519 -1.86149 -0.59944 -0.1 0.0 0.2
C -1.70797 -3.06330 -1.26744 0.1 0.0 -0.1
C -0.63751 -3.81271 -1.70761 -0.1 0.0 0.0
C 0.65610 -3.34644 -1.48922 0.0 0.1 0.0
C 0.82405 -2.15693 -0.81654 0.1 -0.1 0.0
N -0.20408 -1.44019 -0.33635 0.1 0.0 -0.2
H -3.30231 3.51476 2.74167 0.0 0.0 0.0
H -4.50889 2.69288 1.81065 0.0 0.0 0.0
H -4.05864 -2.81394 1.09349 0.0 0.0 0.0
H -6.43132 -3.33946 0.63671 0.0 0.0 0.0
H -7.65510 -2.09949 -1.11592 0.0 0.0 0.0
H -6.50320 -0.33234 -2.40701 0.0 0.0 0.0
H -4.13534 0.19612 -1.93717 0.0 0.0 0.0
H -2.72727 -3.37355 -1.44684 0.0 0.0 0.0
H -0.80513 -4.74292 -2.23414 0.0 0.0 0.0
H 1.52193 -3.87530 -1.86043 0.0 0.0 0.0
H 1.81462 -1.74154 -0.66327 0.0 0.0 0.0
N 0.00593 1.79072 -1.05757 0.1 0.0 0.0
C 0.93781 2.85521 -0.84892 0.0 0.0 0.1
C 0.84256 4.08183 -1.43964 0.0 -0.1 0.0
C 1.83533 5.06212 -1.22684 0.0 0.0 0.0
C 2.92433 4.79469 -0.45510 0.1 0.0 0.0
C 3.04567 3.53858 0.18257 0.1 -0.1 0.0
C 4.15561 3.16906 0.97242 0.0 0.0 0.0
C 4.18629 1.93439 1.55441 0.0 0.0 0.0
C 3.07743 1.08406 1.40464 0.0 0.0 0.0
N 2.01945 1.39239 0.69198 0.2 0.0 0.1
C 2.02703 2.58276 0.02231 -0.3 0.1 -0.1
H 0.35193 1.16677 -1.83672 0.0 0.0 0.0
H -0.88902 2.15333 -1.37139 0.0 0.0 0.0
H 0.01078 4.29310 -2.10019 0.0 0.0 0.0
H 1.73902 6.02434 -1.71170 0.0 0.0 0.0
H 3.70627 5.53156 -0.32302 0.0 0.0 0.0
H 4.97788 3.86255 1.09896 0.0 0.0 0.0
H 5.03231 1.61012 2.14328 0.0 0.0 0.0
H 3.06987 0.11750 1.89316 0.0 0.0 0.0
C 4.42952 -1.10805 -4.44607 0.0 0.0 0.0
O 3.02739 -0.85759 -4.45507 0.0 0.0 -0.1
C 2.45612 -0.27124 -3.39155 -0.1 -0.1 0.1
S 3.36492 0.10493 -2.02361 0.0 0.0 0.0
S 0.79185 -0.02007 -3.58732 0.0 0.0 -0.1
H 4.64752 -1.53150 -5.42360 0.0 0.0 0.0
H 4.69229 -1.81232 -3.65665 0.0 0.0 0.0
H 4.98604 -0.18529 -4.28841 0.0 0.0 0.0
Cl 1.50008 -4.53864 3.51735 0.0 0.0 0.0
C 1.36527 -2.81760 3.59403 0.0 0.0 0.0
C 1.83166 -2.11599 4.69217 0.0 0.0 -0.1
C 1.66840 -0.73893 4.68608 -0.1 -0.2 0.0
C 1.05698 -0.14370 3.60061 0.1 0.3 0.0
N 0.65279 -0.81392 2.51441 0.0 0.0 0.2
C 0.78930 -2.14218 2.53026 0.0 0.0 -0.1
H 2.29706 -2.63337 5.51950 0.0 0.0 0.0
H 1.99305 -0.13278 5.51942 0.0 0.0 0.0
H 0.89996 0.92607 3.58215 0.0 0.0 0.0
H 0.44120 -2.69073 1.66663 0.0 0.0 0.0
```
Forces are in eV/Å.

Computed, not measured: C29H26CrN9OS2 as an isolated structure, with the ωB97M-V functional and the def2-TZVPD basis.

Summary:
**E_LUMO (spin up / spin down)**: -6.02 / -6.28 eV
**Frontier orbital gap (spin up / spin down)**: 7.5427 / 7.4212 eV
**2S+1**: 4
**Highest occupied orbital energy (spin up / spin down)**: -13.56 / -13.70 eV
**Net charge**: +2

```
68
Properties=species:S:1:pos:R:3:forces:R:3
Cr -1.12454 -0.66808 0.41977 0.0 -0.6 -0.3
S -2.74052 -2.13619 1.27654 0.1 0.0 0.0
C -1.47283 -3.23128 0.79124 0.1 0.2 0.0
C -1.50467 -4.62310 0.83560 0.0 -0.1 0.0
C -0.41596 -5.31936 0.35553 0.0 0.0 0.0
C 0.68235 -4.63229 -0.17334 0.0 -0.1 0.0
C 0.65205 -3.26205 -0.18099 0.0 0.1 0.1
N -0.39688 -2.57615 0.30871 0.0 0.0 -0.1
H -2.37550 -5.12366 1.23560 0.0 0.0 0.0
H -0.41273 -6.40171 0.38466 0.0 0.0 0.0
H 1.54048 -5.15847 -0.56679 0.0 0.0 0.0
H 1.47778 -2.68330 -0.57824 0.0 0.0 0.0
N 1.62788 2.10620 -1.38899 0.0 0.1 0.0
C 1.51694 0.85339 -0.95167 0.0 0.0 0.0
N 0.31831 0.70031 -0.41828 -0.1 0.0 0.0
C -0.26490 1.93294 -0.57273 -0.1 -0.1 0.1
N 0.50504 2.80932 -1.15751 0.1 0.0 0.0
C -1.62669 2.15614 -0.08249 0.1 -0.1 0.0
C -2.30908 3.35398 -0.20667 -0.1 0.1 0.0
N -3.54306 3.49702 0.26365 0.0 -0.1 0.0
C -4.09629 2.44705 0.85964 0.0 0.2 -0.1
C -3.42890 1.23586 0.98273 0.0 -0.1 0.0
N -2.19099 1.09391 0.51113 -0.3 0.4 0.0
H 2.41401 2.55258 -1.83895 0.0 0.0 0.0
H 2.29162 0.10767 -1.03659 0.0 0.0 0.0
H -1.84334 4.20123 -0.69581 0.0 0.0 0.0
H -5.10041 2.56531 1.24714 0.0 0.0 0.0
H -3.89317 0.37756 1.44885 0.0 0.0 0.0
C -1.05898 3.50351 -6.48694 0.0 0.0 0.0
C -1.02311 2.37076 -5.50048 0.0 0.0 0.0
C -2.17844 2.01458 -4.79365 0.0 0.0 0.0
C -2.18612 0.94486 -3.92054 -0.1 0.1 0.0
C -1.01028 0.22579 -3.73718 0.1 -0.1 -0.1
C 0.15942 0.57059 -4.40105 0.0 0.0 0.0
C 0.14364 1.64178 -5.28370 0.0 0.0 0.0
S -0.95231 -1.18882 -2.69419 0.1 -0.1 0.0
C -1.98335 -2.33142 -3.58946 0.0 0.0 0.0
O -1.82157 -0.84129 -1.47515 -0.1 0.1 0.4
H -1.69032 3.23817 -7.33693 0.0 0.0 0.0
H -0.06590 3.73767 -6.86529 0.0 0.0 0.0
H -1.48170 4.40306 -6.03895 0.0 0.0 0.0
H -3.08743 2.58473 -4.94388 0.0 0.0 0.0
H -3.08891 0.68194 -3.38100 0.0 0.0 0.0
H 1.06722 -0.00318 -4.24671 0.0 0.0 0.0
H 1.04699 1.91097 -5.81751 0.0 0.0 0.0
H -2.98218 -1.90357 -3.66445 0.0 0.0 0.0
H -1.99970 -3.27041 -3.03871 0.0 0.0 0.0
H -1.54184 -2.47132 -4.57579 0.0 0.0 0.0
N 7.31349 -0.33897 6.74532 -0.1 0.0 0.0
C 6.26747 -0.26574 6.27737 0.0 0.0 0.0
C 4.96464 -0.18675 5.66597 0.1 0.0 -0.1
C 4.84786 0.32516 4.37470 0.0 0.0 0.0
C 3.60657 0.38135 3.76754 0.0 0.0 -0.1
C 2.49486 -0.08509 4.45080 -0.1 0.0 0.0
C 2.59588 -0.57983 5.73962 -0.1 0.0 0.1
C 3.83669 -0.62616 6.35110 0.0 0.0 0.1
N 1.21229 -0.06681 3.80514 0.1 0.0 0.0
C 0.02271 0.37192 4.34619 0.1 0.0 0.0
C -0.91909 0.18969 3.39045 -0.1 -0.1 -0.1
N -0.32525 -0.36213 2.27282 0.2 0.2 0.0
C 0.96049 -0.49613 2.55900 -0.2 -0.1 0.2
H 5.72862 0.68926 3.86445 0.0 0.0 0.0
H 3.49935 0.81104 2.77910 0.0 0.0 0.0
H 1.71711 -0.94266 6.25757 0.0 0.0 0.0
H 3.93453 -1.01398 7.35566 0.0 0.0 0.0
H -0.04129 0.77220 5.34337 0.0 0.0 0.0
H -1.97625 0.38339 3.44213 0.0 0.0 0.0
H 1.70817 -0.95299 1.93151 0.0 0.1 0.0
```
Forces are in eV/Å.

Computed, not measured: C29H26FN5O7Ru as an isolated structure in a non-equilibrium geometry, with the ωB97M-V functional and the def2-TZVPD basis.

Summary:
**E_LUMO (spin up / spin down)**: -3.28 / -3.28 eV
**Frontier orbital gap (spin up / spin down)**: 6.6262 / 6.8870 eV
**2S+1**: 2
**Highest occupied orbital energy (spin up / spin down)**: -9.90 / -10.16 eV
**Net charge**: +1

```
69
Properties=species:S:1:pos:R:3:forces:R:3
Ru 0.08526 0.68028 -0.31336 -0.4 -0.9 -0.4
O -3.92993 -0.14384 0.30012 0.1 0.1 0.0
C -2.77338 -0.11203 -0.04982 -0.2 0.0 0.2
O -1.90602 0.82365 0.23316 -0.1 0.4 -0.5
C -2.18819 -1.20488 -0.88961 0.0 -0.1 -0.1
C -2.85115 -2.33825 -1.32034 0.0 0.1 -0.1
C -2.16988 -3.21763 -2.15087 0.0 0.0 0.0
C -0.87133 -2.92257 -2.55296 -0.1 0.0 0.0
C -0.28413 -1.76904 -2.07511 -0.1 0.0 -0.1
N -0.93129 -0.96399 -1.23849 0.4 -0.4 0.7
C 1.07646 -1.25104 -2.44979 0.4 0.0 0.1
O 1.81285 -1.90531 -3.17442 0.0 0.0 0.1
O 1.33269 -0.11527 -1.90543 -0.3 0.5 -0.5
H -3.87197 -2.49275 -1.00083 0.0 0.0 0.0
H -2.65800 -4.11537 -2.50692 0.0 0.0 0.0
H -0.31278 -3.54577 -3.23654 0.0 0.0 0.0
F 4.30412 -4.10925 -1.36501 0.0 0.0 0.0
C 4.64630 -2.82355 -1.12327 0.1 0.0 0.0
C 3.71276 -2.03082 -0.53513 -0.1 0.0 0.0
C 3.98682 -0.69472 -0.25341 0.0 0.0 0.1
C 2.89907 0.17557 0.16454 -0.1 -0.1 0.2
O 1.82650 -0.31699 0.59506 0.3 -0.1 -0.3
C 3.15923 1.56912 0.03266 0.0 0.0 0.0
C 4.45683 1.96543 -0.05665 0.0 0.0 0.1
N 5.52164 1.13747 -0.20177 0.0 0.0 -0.1
C 6.82168 1.72656 0.09407 0.0 0.0 -0.2
C 8.04350 0.94043 0.43147 0.1 0.0 0.1
C 7.98100 1.73000 -0.85557 0.0 0.1 0.0
C 5.26838 -0.20102 -0.49742 0.0 0.1 0.0
C 6.20874 -1.03122 -1.12179 0.0 0.0 0.0
C 5.91235 -2.33329 -1.49788 0.0 0.0 -0.1
N 6.86702 -3.11083 -2.20786 0.1 0.0 0.2
C 7.87913 -2.44331 -3.01372 -0.1 0.0 -0.1
C 9.21016 -3.16637 -2.79358 0.0 0.1 0.0
N 8.89149 -4.60341 -2.48105 0.0 0.0 0.0
C 7.76016 -5.07830 -3.34355 -0.1 0.0 0.0
C 6.48294 -4.35956 -2.87293 0.0 0.1 0.0
C 2.11153 2.66018 0.03091 -0.1 0.0 -0.3
O 2.35587 3.72819 0.54844 0.0 0.0 -0.1
O 1.02613 2.39612 -0.65937 0.5 0.2 0.7
H 2.73151 -2.43085 -0.32399 0.0 0.0 0.0
H 4.68090 3.02313 0.00205 0.0 0.0 0.1
H 6.68070 2.62861 0.66931 0.0 0.0 0.0
H 8.00326 -0.13745 0.40133 0.0 0.0 0.0
H 8.65626 1.32589 1.23400 0.0 0.0 0.0
H 7.87025 1.21312 -1.79890 0.0 0.0 0.0
H 8.55512 2.64291 -0.92510 0.0 0.0 0.0
H 7.17233 -0.61826 -1.35783 -0.1 0.0 0.0
H 8.00089 -1.39921 -2.75764 0.0 0.0 0.0
H 7.59888 -2.47188 -4.07352 0.0 0.0 0.0
H 9.76500 -2.76438 -1.94842 0.0 0.0 0.0
H 9.83861 -3.14273 -3.68167 0.0 -0.1 0.0
H 8.57221 -4.64406 -1.51076 0.0 0.0 0.0
H 9.71743 -5.19245 -2.57240 0.0 0.0 0.0
H 7.66460 -6.15568 -3.23741 0.0 0.0 0.0
H 8.02901 -4.85330 -4.37321 0.0 0.0 0.0
H 5.95076 -4.99889 -2.18286 0.0 0.0 0.0
H 5.83675 -4.18456 -3.74017 0.0 0.0 0.0
C -1.37623 2.16862 3.87857 0.0 0.0 0.1
C -1.25229 3.07405 2.84240 0.1 0.0 0.0
C -0.56524 2.69292 1.70629 0.3 0.1 0.1
N 0.00359 1.48684 1.59714 -0.8 0.1 0.0
C -0.10446 0.61205 2.60628 0.3 0.1 0.0
C -0.78323 0.91856 3.76312 0.1 0.0 0.1
H -1.93451 2.42768 4.76846 0.0 0.0 0.0
H -1.69897 4.05613 2.89327 0.0 0.0 0.0
H -0.44583 3.35097 0.85676 -0.1 -0.1 0.0
H 0.38885 -0.33858 2.45981 -0.1 0.0 -0.1
H -0.85368 0.18540 4.55359 0.0 0.0 0.0
```
Forces are in eV/Å.

Energy above the lowest of the compared OMol25 structures with the same formula, charge and spin (computed, kcal per mole): 80.6; 3.4; 4.8; 67.1